No. 1
ORCA calculation (ωB97M-V with the def2-TZVPD basis set) on 4 unconnected molecules or ions with the total composition C30H60FIN5O9S2.

```
108
Properties=species:S:1:pos:R:3
O -4.0704 -4.4923 -1.9456
C -4.0401 -4.7827 -0.7181
N -4.1759 -4.8958 0.6062
C -4.1964 -3.5001 1.1236
C -5.4341 -2.6041 0.6437
C -5.4871 -1.1500 1.2226
N -4.4522 -0.6256 2.1374
C -4.7021 0.8048 2.5988
C -3.7983 1.8655 1.7728
C -4.6661 2.8499 0.8363
S -5.7711 1.9566 -0.3872
C -3.2851 -1.4165 2.5826
C -2.2138 -0.7192 3.5548
C -2.7527 -0.9198 5.1004
C -2.8776 -2.4623 5.5450
I -3.8985 -2.4275 7.5158
C -3.0914 -2.9068 2.1246
S -1.7501 -4.0689 2.6138
O -1.3439 -5.0490 1.5112
O -2.3237 -4.9503 3.7259
F -0.3296 -3.3640 3.1535
H -6.2419 -3.0190 -0.0813
H -6.3966 -0.4981 0.9134
H -4.4951 0.9383 3.7310
H -5.8104 1.0839 2.4331
H -3.1660 2.4417 2.5546
H -3.0807 1.2391 1.1070
H -3.9255 3.4787 0.1925
H -5.2471 3.6082 1.4962
H -5.0356 0.8239 -0.7902
H -1.1302 -1.0724 3.4168
H -2.1691 0.4404 3.4256
H -2.0159 -0.2970 5.7505
H -3.7912 -0.4096 5.2450
H -3.5769 -3.0508 4.8533
H -1.8516 -2.9481 5.7204
C 6.8084 -0.2031 4.0597
O 6.6836 -1.5346 3.5823
C 6.2648 -2.4550 4.5941
C 4.8613 -2.9829 4.2855
N 3.8549 -1.9339 4.4652
C 2.5323 -2.2979 3.9497
C 2.4036 -2.5127 2.4328
O 2.5924 -1.3269 1.6654
C 3.9478 -1.0394 1.3454
H 7.2508 0.4017 3.2652
H 5.8280 0.2155 4.3035
H 7.4628 -0.1600 4.9350
H 6.3181 -2.0194 5.5978
H 6.9661 -3.2949 4.5616
H 4.6352 -3.8195 4.9531
H 4.8650 -3.3533 3.2549
H 4.1604 -1.0964 3.9846
H 1.8548 -1.4837 4.2318
H 2.1798 -3.1943 4.4721
H 1.3764 -2.8284 2.2388
H 3.0397 -3.3249 2.0647
H 4.5501 -1.9441 1.2270
H 4.3819 -0.3867 2.1064
H 3.9626 -0.4902 0.4012
C 9.8841 -0.2101 -3.4295
O 10.2517 0.1917 -2.1180
C 10.5752 1.5822 -2.0293
C 9.5346 2.3183 -1.1813
N 8.2508 2.4013 -1.8813
C 7.1506 2.8685 -1.0326
C 6.7373 1.9685 0.1435
O 6.1609 0.7272 -0.2547
C 7.1018 -0.3083 -0.5033
H 9.7800 -1.2972 -3.4343
H 8.9233 0.2273 -3.7147
H 10.6533 0.0688 -4.1553
H 10.6884 2.0445 -3.0160
H 11.5434 1.6457 -1.5224
H 9.8946 3.3283 -0.9646
H 9.4333 1.7760 -0.2351
H 8.0075 1.4845 -2.2359
H 6.2807 2.9833 -1.6883
H 7.3918 3.8679 -0.6540
H 5.9500 2.4974 0.6919
H 7.5489 1.8122 0.8626
H 7.9918 -0.2241 0.1257
H 7.3789 -0.3180 -1.5600
H 6.6164 -1.2635 -0.2867
C -7.8218 4.9889 -6.0952
O -8.4170 3.8322 -6.6648
C -7.5378 3.1271 -7.5456
C -7.1741 1.7623 -6.9549
N -6.2992 1.9113 -5.7896
C -6.1171 0.6697 -5.0324
C -7.3569 0.0779 -4.3415
O -7.8631 0.8811 -3.2778
C -8.7746 1.8932 -3.6835
H -8.5936 5.5312 -5.5449
H -7.0303 4.7126 -5.3929
H -7.4212 5.6468 -6.8716
H -6.6431 3.7095 -7.7909
H -8.0915 2.9657 -8.4760
H -6.6648 1.1639 -7.7158
H -8.1079 1.2577 -6.6849
H -6.6936 2.6052 -5.1664
H -5.3728 0.8856 -4.2578
H -5.6752 -0.0873 -5.6894
H -7.0471 -0.8654 -3.8779
H -8.1512 -0.1838 -5.0486
H -9.3615 1.6008 -4.5580
H -8.2390 2.8257 -3.8760
H -9.4619 2.0795 -2.8543
```

Results
- Calculated total energy: -3323.2147 Eh
- Charge: +1
- E_HOMO: -9.9 eV
- Kohn-Sham gap: 4.5 eV
- LUMO energy: -0.1965 Eh

***

No. 2
ORCA calculation (ωB97M-V with the def2-TZVPD basis set) on 2 unconnected molecules or ions with the total composition C7H6BrO3S.

```
18
Properties=species:S:1:pos:R:3
C -0.2183 -2.7312 -0.1181
C -0.1553 -2.2688 -1.3631
C -1.3355 -2.1525 0.5238
C -2.0042 -1.2025 -0.1922
C 0.9582 0.5395 -0.5776
C 1.5690 3.5731 -0.5518
C 0.4676 1.7043 0.3203
O 1.4662 -0.4348 -0.0771
O 0.8292 0.8839 -1.7708
O 0.7014 2.9655 0.1688
S -1.2484 -1.0232 -1.7221
Br -1.7234 -2.3905 2.3667
H 0.3806 -3.4771 0.3439
H 0.7277 -2.4140 -2.1215
H 1.4105 4.6921 -0.6719
H -2.9593 -0.8034 0.1787
H 2.4151 3.1542 -1.1435
H -0.3042 1.4643 0.9949
```

Results
- Relative energy (zero: lowest compared OMol25 entry of this formula, charge and spin): 90.43 kcal/mol
- Calculated total energy: -3468.1590 Eh
- Charge: -1
- E_HOMO (alpha / beta): -3.2 / -3.0 eV
- Kohn-Sham gap (alpha / beta): 6.2 / 5.9 eV
- LUMO energy (alpha / beta): 0.1081 / 0.1081 Eh

***

No. 3
ORCA calculation (ωB97M-V with the def2-TZVPD basis set) on a molecular structure, C6H16NO2Tl.

```
26
Properties=species:S:1:pos:R:3
Tl 3.4951 -23.0353 2.9016
C 4.4606 -25.6540 -1.5508
C 5.1616 -24.7205 -0.5032
O 4.4126 -23.9991 0.1939
H 4.0715 -26.4565 -0.9060
H 5.2036 -26.0941 -2.2120
H 3.6479 -25.1799 -2.0936
H 5.7453 -24.0627 -1.2530
H 5.9778 -25.2025 0.0767
C 3.6474 -20.9090 -0.3987
C 4.0840 -20.1731 0.8640
C 2.8973 -19.7264 1.7058
O 1.9910 -20.7951 1.9626
C 0.6288 -20.3435 1.9167
N 5.0460 -20.9637 1.6371
H 4.0994 -20.4917 -1.3064
H 2.5693 -20.9121 -0.5093
H 4.1235 -21.9070 -0.4484
H 4.5339 -19.2223 0.5296
H 2.4201 -18.8931 1.1837
H 3.1797 -19.3360 2.6913
H -0.0346 -21.1443 2.2406
H 0.3456 -20.0988 0.8925
H 0.4920 -19.5184 2.6160
H 5.5885 -20.3866 2.2777
H 5.7159 -21.3294 0.9642
```

Results
- Calculated total energy: -615.1044 Eh
- Charge: +2
- E_HOMO: -16.6 eV
- Kohn-Sham gap: 3.5 eV
- LUMO energy: -0.4814 Eh

***

No. 4
ORCA calculation (ωB97M-V with the def2-TZVPD basis set) on C5H8N2 in the gas phase.

```
15
Properties=species:S:1:pos:R:3
C -1.2120 -1.4168 -0.3230
C -1.0502 0.0546 -0.5486
C -0.0910 1.9221 0.4798
N 0.0247 0.7352 -0.1485
C 1.3583 0.1430 -0.3017
C 1.6868 -0.6924 0.8558
N 1.9138 -1.3765 1.7593
H -0.3674 -1.8187 0.2653
H -1.3339 -1.9746 -1.2656
H -2.1311 -1.5667 0.2683
H -1.8992 0.6953 -0.7508
H 0.6028 2.7281 0.2623
H -1.0063 2.0812 1.0357
H 1.4147 -0.4629 -1.2122
H 2.0900 0.9492 -0.3760
```

Results
- Relative energy (zero: lowest compared OMol25 entry of this formula, charge and spin): 78.13 kcal/mol
- Calculated total energy: -304.7110 Eh
- Charge: 0
- E_HOMO (alpha / beta): -7.1 / -7.2 eV
- Kohn-Sham gap (alpha / beta): 7.7 / 7.8 eV
- LUMO energy (alpha / beta): 0.0224 / 0.0223 Eh